1.
DFT (the ωB97M-V functional and the def2-TZVPD basis) results for a single C5H6O molecule in a non-equilibrium geometry.

Geometry as XYZ:
```
12
Properties=species:S:1:pos:R:3:forces:R:3
C 1.1045 0.9747 -0.0523 0.2 0.7 0.1
C -0.1568 1.3556 -0.0900 -2.8 1.6 0.8
C -1.3734 0.3978 0.1563 1.1 0.6 0.1
O -0.9672 -1.0033 -0.2075 -1.4 1.7 0.4
C 0.3243 -1.3222 0.0087 0.9 0.0 0.7
C 1.3450 -0.4358 0.0495 1.2 -2.1 0.5
H 1.8673 1.7655 0.0175 -0.1 -0.8 -0.4
H -0.4422 2.4605 -0.1023 0.5 -1.6 0.0
H -1.7333 0.4653 1.2594 0.8 -0.4 -1.5
H -2.2556 0.7875 -0.4342 1.0 -1.2 0.2
H 0.4720 -2.3976 0.2622 -0.2 0.9 -0.7
H 2.3676 -0.8758 0.2238 -1.2 0.7 -0.2
```
Positions in Å, forces in eV/Å.

The HOMO energy comes out at -8.0 eV. The calculation puts the molecular weight at 82.10 g/mol. Its SMILES is C1=CCOC=C1. For the energy, the calculation gives -269.28567 Ha.

Atom charges from the natural (NBO) analysis, given in e for atoms 1 to 2: atom 1 (C): -0.2334, atom 2 (C): -0.2097


2.
DFT (the ωB97M-V functional and the def2-TZVPD basis) results for a molecular structure, C26H18AlBr2F6N5OS.

Geometry as XYZ:
```
60
Properties=species:S:1:pos:R:3:forces:R:3
Al 0.4358 0.3431 -0.2414 -0.2 0.3 0.0
Br 3.0875 6.3588 0.3476 0.0 0.1 0.0
C 2.3672 4.6774 0.0182 0.0 0.1 0.0
C 3.1686 3.6537 -0.4671 0.1 0.0 0.0
C 2.5897 2.4250 -0.6801 -0.1 -0.1 0.0
N 1.2860 2.1888 -0.4677 0.0 0.0 0.1
C 0.5193 3.1769 0.0233 -0.1 -0.1 0.0
C 1.0270 4.4355 0.2783 -0.2 0.0 0.1
C -0.8871 2.7769 0.3038 0.1 -0.1 -0.1
C -1.8602 3.6607 0.7069 0.1 0.2 0.0
C -3.1432 3.1836 0.9474 -0.1 0.1 0.0
Br -4.4755 4.3533 1.4994 -0.1 0.0 0.0
C -3.4177 1.8390 0.7661 -0.1 -0.1 0.0
C -2.3948 1.0147 0.3569 0.1 -0.1 0.0
N -1.1486 1.4604 0.1325 0.1 0.1 -0.1
H 4.2228 3.8079 -0.6546 -0.1 0.0 0.0
H 3.1864 1.5898 -1.0274 0.0 0.0 0.0
H 0.4090 5.2216 0.6893 0.0 0.0 0.0
H -1.6493 4.7136 0.8323 0.0 -0.1 0.0
H -4.4066 1.4386 0.9377 0.0 0.0 0.0
H -2.5683 -0.0417 0.2092 0.0 0.0 0.0
N -1.0554 -3.1953 -1.6837 -0.1 -0.3 0.1
C -2.0050 -3.8072 -0.8028 0.0 0.0 -0.1
C -2.8062 -4.8297 -1.2700 0.0 0.0 -0.2
C -3.7430 -5.4077 -0.4220 0.0 0.0 0.0
C -3.8834 -4.9416 0.8741 -0.1 0.0 0.0
C -3.0896 -3.8961 1.3309 -0.1 -0.1 0.1
C -2.1428 -3.3426 0.4925 0.1 0.2 0.0
S -1.0338 -2.1301 1.1432 0.2 -0.1 0.0
N -0.4877 -1.3971 -0.3213 0.1 0.4 0.1
C -0.4764 -2.0248 -1.4528 0.0 0.1 -0.1
C 0.2250 -1.3084 -2.5635 -0.1 0.0 0.2
C 0.3731 -1.7989 -3.8386 0.0 -0.1 -0.1
C 1.0093 -1.0158 -4.7962 0.0 0.0 -0.1
C 1.4517 0.2444 -4.4444 0.0 0.0 -0.1
C 1.2725 0.6686 -3.1426 0.0 0.1 0.1
N 0.6913 -0.0936 -2.2067 0.1 0.0 0.1
H -0.9951 -3.5962 -2.6032 0.0 0.0 -0.1
H -2.6979 -5.1831 -2.2920 0.0 0.0 0.1
H -4.3619 -6.2174 -0.7843 0.0 0.0 0.0
H -4.6100 -5.3888 1.5395 0.0 0.0 0.0
H -3.1939 -3.5370 2.3499 0.0 0.0 -0.1
H 0.0099 -2.7786 -4.1151 0.0 0.0 0.0
H 1.1408 -1.3875 -5.8052 0.0 0.0 0.1
H 1.9300 0.8976 -5.1628 0.0 0.0 0.1
H 1.5946 1.6537 -2.8399 0.0 0.0 0.0
C 3.0303 1.2332 2.4297 0.0 0.1 0.0
C 2.0065 0.1088 2.3496 -0.1 0.2 -0.1
O 1.3823 0.0618 1.1210 0.1 -0.6 0.1
C 2.7365 -1.2344 2.5685 0.1 0.0 0.0
F 3.3200 -1.2738 3.7653 0.0 0.0 0.0
F 3.6921 -1.3648 1.6279 -0.1 0.0 0.1
F 1.9235 -2.2865 2.4601 0.0 0.0 0.0
C 0.9170 0.3605 3.4234 0.1 0.0 0.1
F 0.2048 1.4590 3.0601 0.1 -0.1 0.0
F 1.4418 0.5943 4.6226 -0.1 0.0 -0.1
F 0.0458 -0.6478 3.5358 0.1 0.1 0.0
H 3.7960 1.0817 1.6716 0.0 0.0 0.0
H 3.5081 1.2551 3.4059 0.0 0.0 0.0
H 2.5312 2.1883 2.2645 0.0 0.0 0.0
```
Positions in Å, forces in eV/Å.

The HOMO energy comes out at -13.4 eV. As for the total charge: +2. The calculation puts the molecular weight at 749.31 g/mol. For the energy, the calculation gives -7738.21803 Ha.

Atom charges from the natural (NBO) analysis, given in e for atoms 1 to 2: atom 1 (Al): 2.0094, atom 2 (Br): 0.2144


3.
DFT (the ωB97M-V functional and the def2-TZVPD basis) results for a molecular structure, C27H22Cl2N7O3Ta.

Geometry as XYZ:
```
62
Properties=species:S:1:pos:R:3:forces:R:3
Ta 0.8038 0.4132 -0.2765 -0.1 0.1 0.5
C 4.2382 0.0190 -2.6971 0.0 -0.1 0.0
C 3.1349 -0.5365 -1.8658 0.0 -0.1 -0.1
O 2.6218 0.2866 -0.9789 0.1 -0.1 0.0
C 2.6766 -1.8254 -1.9731 0.1 0.0 0.0
C 1.7680 -2.4240 -1.0741 0.1 0.0 -0.1
C 1.6441 -3.9087 -1.0429 -0.1 0.0 0.0
N 1.0634 -1.6807 -0.2230 -0.1 -0.2 -0.1
N 0.3634 -2.3859 0.7439 -0.2 0.1 0.2
C -0.1104 -1.5570 1.6098 0.0 -0.1 -0.1
O 0.1480 -0.2541 1.4455 0.2 0.1 0.2
C -0.9125 -1.9566 2.7684 0.0 -0.1 0.0
C -1.2165 -1.0308 3.7649 0.0 0.0 0.0
C -1.9749 -1.4188 4.8569 0.0 0.0 0.0
C -2.4313 -2.7256 4.9568 0.0 0.0 0.0
C -2.1294 -3.6501 3.9649 0.0 0.0 0.0
C -1.3712 -3.2710 2.8716 0.0 0.0 0.0
H 4.7249 0.8389 -2.1745 0.0 0.0 0.0
H 4.9684 -0.7431 -2.9586 0.0 0.0 0.0
H 3.8117 0.4083 -3.6252 0.0 0.0 0.0
H 3.1746 -2.4748 -2.6771 0.0 0.0 0.0
H 2.2647 -4.3636 -1.8079 0.0 0.0 0.0
H 1.9282 -4.2872 -0.0611 0.0 0.0 0.0
H 0.6017 -4.1938 -1.1905 0.0 0.0 0.0
H -0.8482 -0.0157 3.6932 0.0 0.0 0.0
H -2.2057 -0.7041 5.6349 0.0 0.0 0.0
H -3.0216 -3.0264 5.8116 0.0 0.0 0.0
H -2.4860 -4.6675 4.0459 0.0 0.0 0.0
H -1.1308 -3.9830 2.0945 0.0 0.0 0.0
N 0.6275 4.7319 0.0710 0.0 -0.1 0.1
C -0.3369 4.6777 -0.9129 0.1 0.0 -0.1
C -0.5232 3.3628 -1.1907 -0.1 0.0 0.1
N 0.2903 2.6126 -0.3686 0.0 0.3 0.0
C 0.9722 3.4781 0.3760 0.0 -0.1 0.0
C 1.9275 2.8953 1.2956 0.0 -0.1 0.0
N 2.0362 1.5779 1.2382 0.0 0.3 0.0
C 2.9550 1.2101 2.1862 0.1 0.0 0.0
C 3.4060 2.3307 2.8121 0.0 0.0 0.0
N 2.7413 3.3896 2.2382 -0.1 0.0 -0.1
H 0.9946 5.5789 0.4772 0.0 0.0 0.0
H -0.7805 5.5671 -1.3228 0.0 0.0 0.0
H -1.1817 2.9122 -1.9115 0.0 0.0 0.0
H 3.2295 0.1833 2.3517 0.0 0.0 0.0
H 4.1237 2.4707 3.6002 0.0 0.0 0.0
H 2.8521 4.3556 2.5050 0.0 0.0 0.0
Cl 0.2396 0.2722 -5.2282 0.1 0.0 0.0
C -1.0427 0.2442 -4.0984 -0.1 0.0 0.2
C -2.3822 0.1739 -4.5513 0.0 0.0 0.0
C -3.4279 0.1496 -3.6721 0.0 0.0 0.0
Cl -5.0429 0.0649 -4.2565 0.0 0.0 0.0
C -3.2018 0.1937 -2.2671 0.1 0.0 0.0
C -4.1845 0.1767 -1.2603 0.0 0.0 0.0
C -3.7948 0.2259 0.0565 0.0 0.0 0.0
C -2.4372 0.2861 0.3832 0.0 0.0 0.0
N -1.4818 0.3058 -0.5386 -0.1 -0.1 0.0
C -1.8640 0.2569 -1.8447 0.0 0.0 -0.3
C -0.7890 0.2865 -2.7518 -0.2 -0.1 -0.1
O 0.4208 0.3662 -2.1779 0.2 0.1 -0.5
H -2.5690 0.1374 -5.6153 0.0 0.0 0.0
H -5.2304 0.1229 -1.5302 0.0 0.0 0.0
H -4.5219 0.2091 0.8547 0.0 0.0 0.0
H -2.1217 0.3120 1.4168 0.0 0.0 0.0
```
Positions in Å, forces in eV/Å.

The HOMO energy comes out at -13.4 eV. As for the total charge: +2. The calculation puts the molecular weight at 744.37 g/mol. For the energy, the calculation gives -2628.25795 Ha.

Atom charges from the natural (NBO) analysis, given in e for atoms 1 to 2: atom 1 (Ta): 2.5094, atom 2 (C): -0.6863